Here is an isolated ion of composition C11H15N2 and charge +1 in a non-equilibrium geometry from the Open Molecules 2025 dataset. Energies are from wB97M-V/def2-TZVPD.

Output
* SMILES: CN1C=C[N@+](C)(c2ccccc2)C1
* orbital gap: 9.46 eV
* ΔE to the lowest compared entry with this formula, charge and spin: 257.4 kJ/mol
* net charge: +1

CARTESIAN COORDINATES (ANGSTROEM)
C 3.963 -0.508 0.417
C 2.964 -1.577 0.377
C 3.555 0.772 0.170
C 1.672 -1.216 0.151
C 2.242 1.102 -0.138
C 1.297 0.075 -0.109
C -1.941 -1.241 -0.688
C -0.695 -0.957 -1.147
C -1.035 0.390 0.647
C -3.349 -0.346 1.294
C -0.465 1.281 -1.537
N -2.225 -0.379 0.336
N -0.168 0.295 -0.573
H 4.889 -0.832 0.598
H 3.354 -2.590 0.613
H 4.338 1.501 0.213
H 0.767 -1.920 -0.062
H 2.024 2.180 -0.102
H -2.537 -2.096 -0.845
H -0.109 -1.332 -1.929
H -1.284 1.406 0.855
H -0.512 0.023 1.625
H -3.044 -0.259 2.428
H -3.980 0.642 1.262
H -3.946 -1.203 1.039
H -1.358 0.956 -2.065
H -0.630 2.181 -0.995
H 0.350 1.429 -2.255